Version 1
The following is a quantum chemistry calculation of a cluster of 11 separate species, C39H106N6O11 in total, from OMol25.

Structure (SMILES)   COC[C@H](C)N.COC[C@H](C)N.COC[C@H](C)N.COC[C@H](C)N.COC[C@H](C)N.COC[C@H](C)N.CC(C)O.CC(C)O.CC(C)O.CC(C)O.CC(C)O
LUMO energy   0.32 eV
M   835.31 g/mol
Charge   0
E_HOMO   -0.3279 Ha

Positions of all 162 atoms, in Å:
C 3.48 2.20 1.53
O 2.42 2.91 0.88
C 1.71 2.09 -0.04
C 0.70 1.03 0.59
C 0.53 -0.20 -0.29
N -0.73 1.59 0.71
H 3.33 1.18 1.88
H 3.82 2.78 2.39
H 4.40 2.13 0.94
H 1.16 2.72 -0.73
H 2.45 1.57 -0.64
H 1.10 0.71 1.55
H 0.55 0.03 -1.36
H -0.36 -0.81 -0.10
H 1.41 -0.82 -0.14
H -1.57 1.04 0.85
H -0.70 2.30 1.42
C -4.52 -1.29 9.60
O -3.59 -0.68 8.73
C -2.76 0.35 9.33
C -1.77 1.03 8.31
C -1.13 -0.05 7.36
N -0.72 1.70 8.94
H -4.83 -2.21 9.10
H -5.41 -0.70 9.81
H -4.07 -1.61 10.54
H -3.35 1.13 9.82
H -2.26 -0.04 10.22
H -2.39 1.71 7.73
H -0.45 -0.78 7.81
H -0.54 0.59 6.70
H -1.85 -0.62 6.77
H -1.21 2.50 9.32
H -0.09 2.08 8.26
C 0.86 -6.41 3.86
O 0.36 -6.23 2.54
C 1.29 -6.53 1.52
C 0.59 -7.06 0.24
C 0.02 -8.44 0.58
N 1.47 -7.12 -0.86
H 0.09 -5.83 4.38
H 1.83 -5.96 4.07
H 0.80 -7.41 4.28
H 1.89 -5.62 1.45
H 2.07 -7.25 1.75
H -0.16 -6.41 -0.22
H -0.35 -8.74 -0.40
H -0.69 -8.47 1.41
H 0.79 -9.18 0.84
H 0.99 -6.93 -1.72
H 2.14 -6.37 -0.96
C -5.87 0.29 -8.03
O -5.86 -0.93 -7.41
C -5.92 -0.95 -5.98
C -6.11 -2.38 -5.51
C -6.10 -2.58 -4.00
N -5.03 -3.25 -6.03
H -6.17 0.14 -9.07
H -4.89 0.76 -8.14
H -6.67 0.91 -7.63
H -5.16 -0.26 -5.63
H -6.92 -0.59 -5.72
H -7.03 -2.75 -5.96
H -5.23 -2.07 -3.58
H -6.06 -3.64 -3.76
H -7.04 -2.34 -3.52
H -5.43 -4.18 -6.00
H -5.03 -3.10 -7.03
C 8.25 2.61 -7.49
O 8.12 4.04 -7.55
C 7.42 4.52 -6.33
C 8.31 4.71 -5.09
C 7.38 4.89 -3.90
N 9.16 5.91 -5.14
H 8.46 2.21 -6.49
H 9.07 2.25 -8.10
H 7.33 2.19 -7.89
H 6.94 5.50 -6.39
H 6.49 3.99 -6.11
H 9.04 3.91 -4.95
H 6.71 5.75 -3.93
H 7.92 4.95 -2.95
H 6.79 4.00 -3.67
H 8.53 6.70 -5.25
H 9.59 6.15 -4.26
C -7.48 -9.14 1.04
O -6.80 -8.57 2.19
C -6.44 -7.22 2.20
C -5.80 -7.05 3.61
C -6.85 -7.11 4.69
N -5.26 -5.71 3.70
H -7.25 -8.48 0.20
H -8.57 -9.13 1.17
H -7.17 -10.15 0.78
H -5.70 -6.98 1.44
H -7.27 -6.50 2.15
H -5.02 -7.80 3.76
H -7.54 -6.28 4.61
H -6.41 -7.14 5.69
H -7.48 -7.99 4.52
H -4.57 -5.52 2.98
H -4.95 -5.39 4.60
C 0.15 -1.29 -7.52
C 1.04 -2.54 -7.35
C 2.50 -2.27 -7.30
O 0.61 -3.26 -6.22
H 0.71 -0.36 -7.65
H -0.41 -1.18 -6.59
H -0.58 -1.32 -8.33
H 0.69 -3.08 -8.23
H 2.82 -2.14 -6.26
H 2.76 -1.42 -7.94
H 3.20 -3.05 -7.61
H -0.33 -3.42 -6.35
C -7.37 2.64 3.53
C -8.29 2.25 2.42
C -8.09 2.94 1.01
O -7.96 0.92 2.10
H -6.29 2.57 3.40
H -7.53 1.96 4.36
H -7.67 3.61 3.93
H -9.33 2.34 2.73
H -8.36 3.97 1.23
H -8.72 2.53 0.22
H -7.07 2.68 0.71
H -7.78 0.43 2.91
C 4.47 8.32 5.18
C 2.98 8.19 5.45
C 2.13 8.82 4.39
O 2.65 6.85 5.38
H 4.63 8.31 4.10
H 5.13 7.58 5.63
H 4.88 9.29 5.48
H 2.70 8.72 6.37
H 2.36 9.88 4.44
H 1.05 8.67 4.49
H 2.32 8.39 3.40
H 2.63 6.48 4.50
C 11.83 -0.83 5.55
C 10.91 -0.19 4.53
C 9.84 -1.20 4.14
O 10.39 1.03 5.04
H 12.53 -0.11 5.96
H 12.27 -1.75 5.16
H 11.15 -1.10 6.35
H 11.53 0.00 3.65
H 9.04 -0.93 3.45
H 9.29 -1.49 5.03
H 10.34 -2.13 3.84
H 11.12 1.64 5.20
C -1.36 6.39 -8.53
C -0.38 6.77 -7.54
C -0.69 6.04 -6.21
O 0.91 6.38 -7.95
H -1.39 7.16 -9.30
H -2.38 6.30 -8.15
H -1.10 5.43 -8.98
H -0.45 7.86 -7.48
H -1.71 6.36 -5.96
H -0.15 6.47 -5.37
H -0.86 4.97 -6.08
H 1.48 7.12 -7.73

***

Version 2
The following is a quantum chemistry calculation of a cluster of 11 separate species, C39H106N6O11 in total, from OMol25.

Structure (SMILES)   COC[C@H](C)N.COC[C@H](C)N.COC[C@H](C)N.COC[C@H](C)N.COC[C@H](C)N.COC[C@H](C)N.CC(C)O.CC(C)O.CC(C)O.CC(C)O.CC(C)O
LUMO energy   0.30 eV
M   835.31 g/mol
Charge   0
E_HOMO   -0.3328 Ha

Positions of all 162 atoms, in Å:
C -1.86 1.20 3.32
O -2.41 0.22 2.47
C -3.16 -0.80 3.16
C -4.07 -1.58 2.18
C -4.99 -2.54 2.93
N -3.28 -2.28 1.17
H -1.17 0.80 4.09
H -2.55 1.81 3.89
H -1.29 1.92 2.71
H -2.42 -1.53 3.60
H -3.77 -0.31 3.96
H -4.69 -0.84 1.69
H -4.46 -3.42 3.27
H -5.77 -2.89 2.24
H -5.53 -2.04 3.75
H -2.45 -2.72 1.54
H -2.90 -1.56 0.56
C 2.12 1.04 3.43
O 2.04 1.72 4.69
C 2.51 1.02 5.78
C 4.04 1.16 5.95
C 4.50 0.55 7.22
N 4.33 2.61 5.95
H 3.15 0.89 3.08
H 1.54 1.63 2.73
H 1.60 0.06 3.47
H 2.04 1.36 6.71
H 2.29 -0.06 5.78
H 4.56 0.70 5.10
H 5.59 0.67 7.24
H 4.28 -0.51 7.30
H 4.03 1.13 8.03
H 4.10 2.99 6.85
H 3.67 3.08 5.31
C -1.23 4.82 0.01
O -2.54 5.23 -0.15
C -2.65 6.64 -0.24
C -4.06 7.10 -0.55
C -3.99 8.63 -0.89
N -5.14 7.02 0.52
H -0.54 5.12 -0.77
H -1.15 3.74 0.05
H -0.89 5.11 0.99
H -2.37 7.18 0.67
H -1.92 7.03 -0.99
H -4.45 6.54 -1.42
H -3.33 8.71 -1.75
H -3.58 9.33 -0.13
H -5.00 8.98 -1.13
H -5.19 6.06 0.83
H -4.87 7.55 1.38
C 6.58 -2.59 -4.39
O 5.58 -2.51 -3.36
C 6.16 -2.83 -2.11
C 5.06 -2.64 -1.04
C 4.59 -1.22 -0.94
N 5.57 -3.10 0.29
H 7.30 -1.77 -4.24
H 6.08 -2.50 -5.33
H 7.14 -3.57 -4.47
H 6.42 -3.87 -1.99
H 7.06 -2.25 -1.82
H 4.21 -3.29 -1.36
H 3.76 -1.00 -0.21
H 4.24 -0.95 -1.96
H 5.44 -0.53 -0.72
H 4.92 -2.77 0.97
H 5.63 -4.07 0.44
C -0.56 -5.04 1.66
O -1.15 -4.10 2.55
C -0.24 -3.63 3.57
C -0.47 -4.37 4.90
C -1.69 -3.89 5.65
N 0.70 -4.02 5.72
H 0.41 -4.76 1.30
H -1.18 -5.09 0.79
H -0.47 -6.06 2.03
H 0.82 -3.66 3.35
H -0.48 -2.56 3.71
H -0.41 -5.45 4.61
H -1.73 -4.36 6.64
H -2.58 -4.18 5.05
H -1.69 -2.81 5.81
H 0.49 -4.11 6.70
H 1.57 -4.50 5.47
C 0.33 -4.36 -2.45
O 1.71 -4.20 -2.50
C 2.28 -4.25 -3.75
C 2.05 -3.07 -4.62
C 2.87 -3.18 -5.87
N 2.37 -1.79 -4.01
H -0.05 -4.93 -3.30
H -0.23 -3.39 -2.37
H 0.12 -4.91 -1.53
H 3.34 -4.45 -3.57
H 1.92 -5.17 -4.24
H 1.01 -3.07 -4.96
H 2.74 -2.29 -6.53
H 2.64 -4.10 -6.44
H 3.93 -3.31 -5.61
H 3.39 -1.71 -3.86
H 1.90 -1.77 -3.10
C 3.07 3.76 -1.80
C 3.38 4.43 -0.46
C 4.13 5.78 -0.56
O 2.10 4.62 0.13
H 2.90 2.69 -1.64
H 3.95 3.77 -2.43
H 2.23 4.25 -2.28
H 3.97 3.71 0.15
H 3.42 6.54 -0.97
H 4.89 5.59 -1.33
H 4.60 6.00 0.42
H 2.12 5.15 0.91
C -4.52 1.87 -1.42
C -5.51 2.87 -0.85
C -6.64 2.26 -0.07
O -4.83 3.76 0.06
H -3.68 2.34 -1.99
H -5.03 1.22 -2.14
H -4.10 1.16 -0.73
H -5.95 3.35 -1.73
H -6.35 1.65 0.76
H -7.27 1.70 -0.72
H -7.16 3.12 0.36
H -3.92 4.03 -0.27
C -3.26 -4.85 -3.55
C -3.84 -3.54 -2.87
C -2.91 -2.51 -2.23
O -4.58 -2.87 -3.82
H -2.49 -5.33 -2.89
H -2.87 -4.62 -4.55
H -4.05 -5.56 -3.65
H -4.58 -3.88 -2.14
H -2.41 -2.92 -1.35
H -3.52 -1.66 -1.91
H -2.20 -2.07 -2.95
H -4.06 -2.21 -4.25
C -0.45 2.41 -4.73
C 0.07 1.15 -4.11
C -1.03 0.06 -4.04
O 1.13 0.78 -4.92
H -1.21 2.92 -4.12
H -0.91 2.20 -5.73
H 0.43 3.04 -4.93
H 0.39 1.30 -3.07
H -0.82 -0.89 -3.51
H -1.16 -0.23 -5.07
H -1.95 0.48 -3.63
H 1.59 0.00 -4.55
C 0.85 1.11 -0.04
C 0.03 -0.11 -0.40
C 0.30 -1.39 0.42
O -1.34 0.27 -0.23
H 1.91 0.94 -0.18
H 0.56 1.54 0.92
H 0.55 1.95 -0.71
H 0.15 -0.36 -1.44
H 0.27 -1.22 1.50
H 1.31 -1.74 0.21
H -0.36 -2.23 0.27
H -1.44 0.18 0.72

***

Most stable to least stable, the ends of the list are version 2 and version 1.

***

Version 1
The following is a quantum chemistry calculation of a cluster of 2 separate species, C6H11NO2S in total, from OMol25.

LUMO energy   0.43 eV
M   161.23 g/mol
Charge   0
E_HOMO   -0.3348 Ha

Positions of all 21 atoms, in Å:
C 1.42 0.01 0.63
C -2.51 1.44 -0.36
C 3.72 -0.88 0.70
C 2.22 -1.61 -0.98
C -3.57 0.42 -0.07
C 2.39 -0.77 0.07
N 0.63 0.65 1.14
O -2.24 -0.50 1.75
O -1.66 -1.42 -0.40
S -2.81 -1.22 0.38
H -2.13 1.99 0.54
H -1.68 0.97 -0.81
H -2.99 2.26 -1.11
H 3.86 -1.30 1.75
H 4.51 -1.46 0.14
H 4.19 0.04 1.00
H -1.74 -1.06 2.33
H 2.93 -2.27 -1.41
H 1.41 -1.49 -1.70
H -4.22 0.31 -0.85
H -4.23 0.49 0.83

***

Version 2
The following is a quantum chemistry calculation of an isolated molecule of C6H11NO2S, from OMol25.

Structure (SMILES)   C=N[S@](=O)(=CC)OC1CC1
LUMO energy   0.14 eV
M   161.23 g/mol
Charge   0
E_HOMO   -0.3129 Ha

Positions of all 21 atoms, in Å:
C -1.00 -0.33 -2.43
N -0.98 0.67 -1.63
S -0.69 0.28 0.05
O -0.48 -1.49 -0.10
C -1.50 0.89 1.32
C -2.81 0.46 1.84
O 0.74 0.96 0.31
C 2.01 0.62 -0.06
C 2.85 -0.08 0.94
C 2.42 -0.79 -0.26
H -1.47 -0.15 -3.35
H -0.87 -1.29 -2.08
H -1.31 1.96 1.28
H -2.87 -0.70 1.95
H -3.03 0.89 2.73
H -3.64 0.60 1.17
H 2.54 1.32 -0.66
H 2.42 -0.32 1.85
H 3.92 0.18 1.08
H 3.16 -1.07 -0.88
H 1.70 -1.55 -0.13

***

Most stable to least stable, the ends of the list are version 1 and version 2.

***

Version 1
The following is a quantum chemistry calculation of an isolated molecule of C6H13NO4, from OMol25.

Structure (SMILES)   NCCOCCOCC(=O)O
LUMO energy   0.24 eV
M   163.17 g/mol
Charge   0
E_HOMO   -0.3218 Ha

Positions of all 24 atoms, in Å:
N -0.89 1.31 2.96
C -0.54 -0.01 2.22
C 0.93 -0.10 1.67
O 1.39 -1.27 1.09
C 0.42 -2.01 0.34
C -0.08 -1.52 -0.96
O -0.65 -0.06 -0.86
C -0.53 0.51 -2.17
C 0.38 1.61 -2.17
O 1.29 1.39 -1.39
O 0.30 2.66 -2.98
H -0.71 1.34 4.14
H -0.45 1.95 2.18
H -0.99 -0.08 1.20
H -0.95 -1.01 2.73
H 1.29 0.72 0.86
H 1.69 0.23 2.47
H -0.56 -2.22 0.85
H 1.01 -2.98 0.08
H 0.75 -1.16 -1.57
H -0.85 -2.09 -1.84
H -0.17 -0.37 -2.95
H -1.60 0.79 -2.28
H -0.49 2.36 -3.62

***

Version 2
The following is a quantum chemistry calculation of a cluster of 2 separate species, C6H13NO4 in total, from OMol25.

LUMO energy   0.55 eV
M   163.17 g/mol
Charge   0
E_HOMO   -0.3560 Ha

Positions of all 24 atoms, in Å:
C -1.37 -1.29 -1.71
C -0.89 -0.28 -0.53
C 0.60 1.61 -0.27
C 0.00 1.48 1.13
C 0.11 0.09 1.66
C -0.08 -1.09 0.48
H -0.06 -2.39 -1.94
H -1.91 -0.79 -2.47
H -2.14 -2.53 -1.20
H -1.86 0.23 -0.20
H -0.66 1.42 -1.92
H 0.70 2.41 -0.51
H 1.46 1.28 -0.01
H -0.82 1.56 1.46
H 1.70 2.12 2.05
H -0.54 0.02 2.48
H 1.99 -0.55 1.39
H -0.73 -1.86 0.64
H 1.47 -0.90 -0.72
N -0.01 0.65 -1.27
O -0.40 -1.83 -2.53
O 0.78 2.31 2.00
O 1.61 -0.20 2.06
O 1.07 -1.46 -0.07

***

Most stable to least stable, the ends of the list are version 1 and version 2.

***

Version 1
The following is a quantum chemistry calculation of a structure of composition C2H8N2O2S2, from OMol25.

LUMO energy   0.48 eV
M   156.23 g/mol
Charge   0
E_HOMO   -0.3087 Ha

Positions of all 16 atoms, in Å:
C -0.47 -1.75 -0.09
C -0.04 -0.54 0.57
N -1.21 1.55 1.18
N 1.69 0.26 -1.32
O -2.12 0.45 -0.90
O 1.60 1.51 0.94
S -0.85 0.93 -0.37
S 1.72 0.18 0.35
H 0.08 -2.67 0.32
H -1.44 -1.85 -0.02
H -0.19 -1.87 -1.13
H -0.45 -0.53 1.53
H -0.32 2.04 1.50
H -1.93 2.25 0.97
H 1.47 -0.65 -1.73
H 2.46 0.70 -1.79

***

Version 2
The following is a quantum chemistry calculation of an isolated molecule of C2H8N2O2S2, from OMol25.

LUMO energy   0.41 eV
M   156.23 g/mol
Charge   0
E_HOMO   -0.3325 Ha

Positions of all 16 atoms, in Å:
C -0.01 -0.73 -1.38
C 0.07 -0.10 -0.05
N -2.61 -0.28 0.28
N 2.26 0.32 1.45
O -1.73 1.91 -0.21
O 2.23 0.82 -1.10
S -1.39 0.86 0.69
S 1.46 1.12 0.09
H -0.85 -0.41 -1.87
H 0.83 -0.37 -2.17
H 0.06 -1.86 -1.30
H 0.34 -0.75 0.67
H -2.47 -1.14 0.78
H -3.54 0.04 0.49
H 3.15 0.09 1.20
H 2.20 0.47 2.41

***

Most stable to least stable, the ends of the list are version 1 and version 2.

***

Version 1
The following is a quantum chemistry calculation of a cluster of 2 separate species, C2H3BrO2 in total, from OMol25.

LUMO energy (alpha / beta)   0.19 / 0.26 eV
M   138.95 g/mol
Charge   0
E_HOMO (alpha / beta)   -0.2965 / -0.3060 Ha

Positions of all 8 atoms, in Å:
C 0.96 -1.83 -0.15
C 0.06 0.57 0.47
O 1.77 -2.46 -0.77
O -0.22 1.24 -0.73
Br -1.31 0.08 1.46
H 0.10 -2.25 0.44
H 0.78 1.04 1.11
H -0.96 0.86 -1.10

***

Version 2
The following is a quantum chemistry calculation of an isolated molecule of C2H3BrO2, from OMol25.

Structure (SMILES)   BrCC1OO1
LUMO energy   0.74 eV
M   138.95 g/mol
Charge   0
E_HOMO   -0.3889 Ha

Positions of all 8 atoms, in Å:
Br 2.35 0.25 0.24
C 0.57 0.39 -0.48
C -0.45 -0.30 0.35
O -1.72 0.20 0.72
O -1.54 -0.82 -0.28
H 0.25 1.44 -0.29
H 0.65 -0.13 -1.51
H -0.12 -1.03 1.25

***

Most stable to least stable, the ends of the list are version 1 and version 2.

***

Version 1
The following is a quantum chemistry calculation of an isolated molecule of C4H4S2, from OMol25.

Structure (SMILES)   C#CC(=S)SC
LUMO energy   -0.58 eV
M   116.21 g/mol
Charge   0
E_HOMO   -0.3307 Ha

Positions of all 10 atoms, in Å:
C -0.22 -2.38 0.01
C 0.37 -1.36 -0.21
C 1.51 -0.02 -0.10
S 3.10 -0.42 0.02
S 0.82 1.55 -0.03
C -0.96 1.44 0.05
H -0.76 -3.23 0.24
H -1.37 0.87 0.82
H -1.16 1.08 -1.00
H -1.31 2.48 0.18

***

Version 2
The following is a quantum chemistry calculation of a structure of composition C4H4S2, from OMol25.

LUMO energy   -0.78 eV
M   116.21 g/mol
Charge   0
E_HOMO   -0.3221 Ha

Positions of all 10 atoms, in Å:
C -0.12 0.62 -0.87
C -0.46 -0.07 0.52
C 0.60 0.02 1.48
C -0.16 -0.52 -1.59
S 1.05 1.48 2.18
S -0.56 -1.73 -0.38
H 0.12 1.63 -1.02
H -1.52 0.19 0.72
H 1.25 -0.83 1.59
H -0.21 -0.79 -2.62

***

Version 3
The following is a quantum chemistry calculation of a cluster of 2 separate species, C4H4S2 in total, from OMol25.

LUMO energy   0.03 eV
M   116.21 g/mol
Charge   0
E_HOMO   -0.3430 Ha

Positions of all 10 atoms, in Å:
C 0.28 0.75 -0.27
C -0.95 -1.72 0.90
C -0.35 0.57 -1.39
C 1.10 0.85 0.70
S -0.26 -2.79 -0.04
S -1.59 -0.63 1.75
H 0.22 0.20 -2.22
H -1.33 0.94 -1.59
H 1.71 1.76 0.76
H 1.17 0.06 1.41

***

Most stable to least stable, the ends of the list are version 3 and version 1.